C28H48FN6O3P2Pt | ωB97M-V/def2-TZVPD

Geometry (Å):
H (-1.684, -1.319, 4.638)
H (-2.922, 2.063, -2.336)
N (1.773, 0.142, -0.577)
H (4.266, -3.695, -0.077)
Pt (-0.176, -0.088, -0.752)
C (2.475, 0.027, -4.561)
H (5.282, -3.422, -2.296)
C (2.293, 1.369, -0.243)
H (4.465, 1.770, -2.326)
H (1.520, 4.678, -0.014)
H (-2.334, 3.580, -1.660)
C (1.585, 2.579, -0.266)
H (1.545, -0.419, 1.888)
C (2.139, 3.796, 0.053)
C (2.497, -2.245, 1.176)
C (4.556, -2.706, -1.942)
C (-5.934, 0.914, -0.030)
O (-2.317, -0.181, -1.000)
C (-1.972, -2.456, 1.495)
C (3.639, 1.479, 0.155)
H (1.049, -4.221, -2.836)
H (1.623, -0.650, -4.507)
H (5.255, 2.721, 0.770)
C (-0.554, 1.565, 4.016)
H (2.262, -1.429, 3.146)
H (-1.398, -3.363, 1.668)
H (3.206, -2.950, 1.621)
H (-3.191, 2.163, 4.540)
C (3.279, -0.689, -2.271)
H (-5.598, -1.722, -0.445)
H (3.296, -0.450, 2.112)
N (-1.798, 1.082, 3.431)
C (3.977, -2.858, -0.697)
N (0.041, -1.304, -2.309)
H (-4.096, 3.797, 0.640)
P (-3.289, 0.609, -0.184)
H (4.235, 0.578, 0.193)
C (4.206, -1.620, -2.722)
F (0.278, 2.591, -0.654)
H (-2.728, 0.622, 5.273)
H (-3.808, 0.651, 3.866)
H (0.246, 1.517, 3.283)
H (-3.369, 2.651, 1.785)
C (4.114, 1.437, -3.302)
C (0.303, -2.287, -2.843)
C (0.616, -3.512, -3.541)
H (-1.656, -2.952, 4.004)
C (-3.226, 3.163, 0.838)
O (-0.663, 0.574, 1.205)
H (2.097, 1.024, -2.715)
H (-1.708, -2.062, 0.510)
H (-6.352, 0.337, 0.800)
H (3.277, -0.477, -5.098)
H (-4.225, -1.555, -1.563)
H (2.175, 0.889, -5.153)
N (-3.034, 2.216, -0.246)
H (0.435, -2.316, 0.599)
H (-0.279, 0.974, 4.893)
H (-0.290, -3.928, -3.978)
C (-2.942, 1.122, 4.327)
C (2.928, 0.479, -3.171)
H (3.920, 4.817, 0.675)
C (3.473, 3.867, 0.431)
H (1.268, -3.868, 0.449)
C (1.171, -2.972, 1.062)
H (-5.822, -0.950, -2.025)
C (4.213, 2.693, 0.478)
N (-1.663, -1.486, 2.543)
H (-3.164, -2.029, 3.950)
H (-5.629, 1.887, 0.343)
C (-3.106, 2.816, -1.572)
C (2.694, -0.854, -1.001)
C (3.049, -1.945, -0.198)
H (-2.346, 3.801, 0.924)
C (2.394, -1.058, 2.128)
C (-5.129, -1.080, -1.194)
O (-3.166, 0.258, 1.398)
H (4.665, -1.488, -3.690)
H (1.340, -3.299, -4.326)
H (-6.714, 1.064, -0.779)
H (-0.686, 2.604, 4.321)
C (-2.077, -1.959, 3.857)
H (3.832, 2.315, -3.879)
H (4.945, 0.952, -3.813)
P (-1.724, 0.099, 2.133)
H (-3.039, -2.699, 1.501)
H (-4.086, 3.269, -1.741)
H (0.801, -3.259, 2.045)
N (-4.806, 0.221, -0.634)

Output
- Energy: -2551.859260 Ha
- Orbital gap: 7.098 eV
- Strongest force on any atom: 1.17 eV Å⁻¹
- Molar mass: 792.75 g mol⁻¹
- Total charge: +1

=====

C28H48N2O4 | ωB97M-V/def2-TZVPD

Geometry (Å):
H (-3.731, -1.919, -2.337)
H (8.087, 3.418, -1.700)
C (6.751, 2.074, -0.682)
H (5.977, 2.313, -1.419)
N (-5.194, -3.494, -0.479)
H (-1.677, -0.571, -0.422)
H (-3.282, -4.271, -2.495)
C (-4.786, 2.034, 1.234)
H (-1.219, 4.185, -0.746)
H (-4.858, 1.128, 1.865)
C (-0.700, 3.395, -0.207)
H (7.934, 5.251, -0.010)
O (-4.092, -2.923, -0.084)
H (6.613, 6.323, 1.885)
H (5.118, 5.859, 1.104)
C (-5.005, -4.721, 1.686)
C (-0.943, -0.342, 0.351)
C (-6.754, -5.341, 0.129)
C (1.114, 2.709, 1.184)
H (1.124, 0.610, 1.629)
H (5.422, 5.376, 2.776)
C (-3.573, 1.056, -0.454)
H (-5.472, -6.372, -2.233)
H (-2.896, 2.886, -1.298)
H (8.673, 2.912, -0.134)
H (-6.867, -6.217, 0.768)
H (4.425, 0.632, 1.421)
C (-5.303, -4.823, 0.189)
H (8.428, 3.259, 2.048)
C (-4.367, -5.859, -0.438)
C (5.884, 5.517, 1.798)
H (2.012, 2.890, 1.766)
O (-4.708, 1.914, -0.130)
H (4.210, 1.192, -0.244)
H (8.127, 1.353, 1.433)
C (-5.222, -3.480, -1.973)
C (-4.505, -5.942, -1.957)
H (-6.834, -3.145, -3.419)
C (7.711, 4.022, 2.342)
C (-0.514, 1.118, 0.394)
C (4.941, 0.833, 0.480)
H (-7.454, -4.583, 0.483)
H (5.323, -0.113, 0.095)
O (-4.788, 3.121, 1.759)
H (0.815, 4.713, 0.524)
C (-1.213, 2.110, -0.282)
H (-3.275, 0.562, 0.472)
H (6.854, 1.253, 2.660)
H (-3.890, 0.292, -1.184)
H (-4.558, -6.842, -0.001)
H (-7.068, -5.657, -0.862)
C (0.626, 1.429, 1.112)
C (-4.333, -4.563, -2.592)
C (0.437, 3.694, 0.494)
H (-5.377, -1.313, -2.098)
H (7.038, -0.001, 1.455)
H (-4.911, -2.095, -3.608)
H (-3.964, -4.469, 1.887)
H (-3.327, -5.616, -0.195)
H (-1.380, -0.587, 1.331)
H (-5.199, -5.677, 2.172)
H (6.396, 4.853, -0.740)
H (-0.095, -1.026, 0.236)
C (7.088, 1.077, 1.609)
H (8.288, 4.940, 2.458)
C (7.169, 4.472, -0.064)
N (5.633, 3.076, 1.340)
C (6.573, 4.236, 1.324)
C (-2.462, 1.896, -1.120)
H (7.231, 1.157, -1.032)
C (6.096, 1.818, 0.680)
H (-6.952, -4.693, -2.638)
H (-2.206, 1.497, -2.110)
H (-7.391, -3.219, -1.763)
H (-3.747, -6.620, -2.355)
C (-6.679, -3.652, -2.466)
H (-5.637, -3.969, 2.162)
C (7.772, 3.210, -0.676)
O (4.517, 3.445, 0.781)
H (7.314, 3.758, 3.323)
H (-4.532, -4.629, -3.664)
C (-4.784, -2.125, -2.526)

Output
- Energy: -1506.016470 Ha
- Orbital gap (alpha / beta): 9.350 / 8.663 eV
- Strongest force on any atom: 2.75 eV Å⁻¹
- Molar mass: 476.70 g mol⁻¹
- Spin multiplicity: 3

=====

C28H49AlN2OP3Se | ωB97M-V/def2-TZVPD

Geometry (Å):
C (-4.093, -4.227, -1.868)
C (3.230, 4.395, 3.288)
H (1.356, 1.997, 4.872)
H (0.929, 1.277, -4.119)
H (-1.194, 3.942, 2.698)
H (-4.077, 0.272, -1.410)
H (-2.323, 4.719, 0.783)
H (-3.264, -7.405, -4.710)
C (1.787, 0.830, -3.599)
H (-2.369, 0.157, -4.292)
C (-0.707, 3.059, 2.266)
P (1.708, 1.079, -1.826)
H (-0.631, 2.283, 3.040)
C (2.015, 2.482, 4.146)
C (1.421, -1.699, 2.813)
H (-3.194, 1.097, 2.180)
C (-1.436, -3.331, -1.663)
H (-1.170, 4.386, -0.553)
H (3.441, 0.692, 5.627)
H (2.710, 1.307, -3.952)
H (-0.951, -4.908, -3.048)
H (-5.122, -4.588, -1.949)
P (-1.905, 1.096, -2.120)
H (-2.893, 3.885, -0.696)
H (-0.660, 2.557, -3.666)
H (4.145, -0.938, 5.551)
C (-1.892, -0.226, -3.380)
H (3.316, 0.970, -0.048)
C (3.199, 0.505, -1.038)
H (2.520, -2.687, 5.827)
H (-2.404, -8.194, -3.252)
H (-2.447, -1.105, -3.035)
H (-0.268, -8.207, -4.521)
Al (-0.491, 0.486, 0.044)
C (-3.791, -3.133, -1.053)
C (-1.752, -4.419, -2.487)
H (0.724, 3.320, -1.991)
N (2.330, 0.304, 3.094)
C (2.616, 1.715, 3.148)
H (-1.684, 3.511, -2.562)
Se (-2.058, -1.391, 0.428)
C (-2.046, 4.008, -0.008)
H (-3.293, -5.739, -3.214)
H (2.207, -3.787, 4.472)
H (3.811, -3.099, 4.710)
C (-2.449, -2.691, -0.916)
C (2.326, 3.842, 4.210)
C (-3.271, 2.032, 1.615)
C (2.733, -2.870, 4.758)
P (-1.656, 2.436, 0.846)
H (-4.049, 1.930, 0.851)
H (-3.963, 2.036, -1.130)
C (-2.339, -7.784, -4.264)
H (4.625, 3.995, 1.650)
H (-2.423, 2.616, -3.908)
H (-0.407, -2.986, -1.546)
C (2.322, -1.762, 3.869)
H (0.780, -2.456, 2.390)
C (-3.705, 1.222, -1.815)
H (-3.519, 2.869, 2.279)
H (0.304, 3.333, 1.941)
H (4.723, 0.320, 4.434)
H (0.596, 0.151, -1.386)
N (2.842, -0.537, 4.024)
C (1.623, 2.861, -1.556)
C (-3.072, -4.875, -2.583)
O (0.787, 0.234, 1.374)
H (-0.868, -0.531, -3.622)
C (-1.187, -7.795, -4.950)
H (-4.569, -2.643, -0.465)
H (4.121, 1.527, 1.626)
H (1.827, -0.247, -3.827)
C (3.842, -0.075, 4.954)
C (3.576, 2.228, 2.272)
H (-4.199, 1.420, -2.776)
H (-1.126, -7.412, -5.973)
H (1.678, 3.128, -0.490)
H (1.847, 4.464, 4.968)
H (2.498, 3.299, -2.058)
H (3.467, 5.463, 3.335)
H (4.064, 0.781, -1.655)
H (3.185, -0.583, -0.926)
C (3.880, 3.589, 2.341)
C (-1.628, 2.588, -3.152)
C (1.435, -0.366, 2.335)

Output
- Energy: -4948.105218 Ha
- Orbital gap: 5.303 eV
- Strongest force on any atom: 3.22 eV Å⁻¹
- Molar mass: 628.58 g mol⁻¹
- Total charge: +3

=====

C28H49ClMgN7O4 | ωB97M-V/def2-TZVPD

Geometry (Å):
H (-1.278, 4.577, -2.232)
N (6.137, -2.748, -1.462)
C (-4.491, 1.508, 2.420)
H (3.647, 0.649, 1.725)
N (-3.286, -2.611, -0.483)
C (-0.885, 3.566, -2.341)
C (-4.735, -3.510, 3.103)
H (4.964, -1.568, 1.725)
H (2.298, -0.208, 1.009)
H (-5.337, 2.104, 2.768)
C (0.578, 3.649, -2.806)
H (2.656, 1.794, -5.032)
N (-2.356, 2.169, -3.987)
C (1.387, 0.181, -4.359)
O (0.808, -1.700, -1.656)
H (-0.241, 3.699, 3.104)
N (-5.382, -0.648, 1.252)
H (1.471, -7.280, 2.905)
C (-2.492, 1.496, 0.904)
H (0.334, 5.241, -4.309)
C (4.074, -1.407, 1.116)
H (-0.120, -5.336, 2.737)
C (4.538, -1.051, -0.298)
H (1.307, 0.039, -7.159)
H (-3.075, -4.854, 3.358)
C (-5.007, 0.304, 1.776)
H (-0.701, 6.039, 2.688)
C (0.916, -5.268, 2.382)
C (1.047, 3.261, 1.467)
H (-3.912, 1.180, 3.288)
H (-5.428, -4.190, 3.600)
H (-2.257, -2.621, 2.441)
H (1.009, 2.646, -2.799)
C (1.372, 5.978, 2.889)
H (-2.078, 2.054, 0.061)
C (1.622, 1.000, -6.750)
C (-2.948, -3.003, 0.541)
C (1.368, -3.825, 2.542)
Cl (-0.089, -0.859, -0.938)
C (-1.713, 2.789, -3.264)
C (0.741, 4.233, -4.203)
C (0.784, -1.079, -4.785)
N (0.314, -2.058, -5.153)
H (-3.215, 3.224, 1.989)
H (0.573, 0.846, -4.058)
N (1.531, -2.883, 4.971)
C (1.456, -3.298, 3.902)
H (1.715, -6.111, 4.227)
H (-5.323, -3.050, 2.305)
O (-1.378, -0.859, -1.707)
Mg (-3.065, -1.824, -2.364)
C (0.158, 5.592, 2.180)
H (-1.634, -4.103, 1.613)
H (-4.221, 2.683, 0.644)
H (-2.830, 0.554, 0.483)
H (2.366, -3.719, 2.105)
C (2.299, 0.831, -5.402)
O (-0.346, -1.403, 0.362)
H (0.711, 1.602, -6.656)
H (5.083, -0.100, -0.280)
H (1.939, 3.307, 2.097)
C (1.768, -6.260, 3.149)
H (-3.993, -5.078, 1.843)
H (3.209, 0.234, -5.500)
H (3.548, -2.362, 1.061)
H (0.771, -3.106, 1.970)
H (-4.430, -2.719, 3.786)
H (-1.015, 3.925, 1.561)
N (2.335, 6.275, 3.433)
H (1.326, 3.589, 0.465)
H (0.895, -5.472, 1.310)
C (3.165, -0.328, 1.664)
H (-1.654, 1.311, 1.577)
H (0.782, 2.202, 1.448)
H (1.797, 4.281, -4.465)
H (2.251, 1.504, -7.482)
H (0.135, 6.034, 1.181)
C (5.426, -2.007, -0.953)
H (3.690, -0.858, -0.964)
C (-0.072, 4.081, 2.092)
C (-3.591, -4.347, 2.544)
O (0.375, 0.482, -0.871)
C (-2.513, -3.491, 1.835)
C (-3.618, 2.346, 1.490)
H (0.222, 3.628, -4.951)
H (1.152, 4.244, -2.095)
H (2.773, -0.572, 2.653)
H (1.975, -0.037, -3.464)
H (2.822, -6.168, 2.874)
H (-0.907, 3.046, -1.382)

Output
- Energy: -2440.312005 Ha
- Orbital gap: 6.263 eV
- Strongest force on any atom: 2.66 eV Å⁻¹
- Molar mass: 607.50 g mol⁻¹
- Total charge: +1
- Relative energy (zero: lowest compared OMol25 entry of this formula, charge and spin): 69.9 kcal/mol

=====

C28H49Hg4O21PS | ωB97M-V/def2-TZVPD

Geometry (Å):
O (3.738, -0.358, -1.444)
O (-5.525, 1.861, -0.860)
H (-4.027, 0.274, -2.781)
H (3.026, 3.776, -2.327)
O (-1.703, -3.313, 1.285)
H (-1.403, -1.817, -3.745)
O (1.588, 4.517, 2.883)
H (6.837, 2.662, -0.411)
H (-3.681, -0.712, -1.384)
H (5.660, 1.487, 1.455)
C (0.031, 2.265, 6.139)
C (4.750, 0.212, -0.942)
C (5.336, 1.526, -1.449)
H (2.975, -2.087, 4.653)
H (5.391, 1.694, -2.524)
H (2.341, 1.844, 1.164)
C (-2.488, -4.216, 0.967)
H (4.013, 2.323, 3.030)
H (-1.619, 0.633, 6.382)
H (3.541, 5.022, 3.554)
C (-3.402, -6.364, 1.084)
C (-0.702, 0.869, 5.841)
H (-1.453, 3.528, 5.237)
H (7.432, 1.263, -1.114)
O (1.076, 0.612, -0.915)
H (-1.113, -4.501, -4.166)
H (1.548, 1.906, 2.808)
H (1.255, -0.071, -6.136)
H (2.804, -0.505, 3.860)
C (-0.465, 3.131, 5.003)
H (-3.099, -4.426, -0.881)
H (-2.115, -3.330, -5.211)
O (0.187, 3.829, 1.360)
H (3.058, 5.408, -2.040)
Hg (1.828, -1.390, -0.872)
H (0.503, 5.539, -1.963)
H (4.624, 2.330, -1.263)
C (1.179, 3.651, 2.035)
C (-4.357, 0.053, -1.765)
H (-2.949, -7.080, 0.398)
H (-1.172, -2.948, -2.436)
O (-0.623, 0.879, 0.837)
O (-3.164, -2.553, -2.705)
C (2.424, 4.544, -1.841)
H (-6.306, -0.769, -0.890)
H (6.919, 0.463, 1.314)
C (-4.438, -5.360, 0.582)
H (-3.842, -6.923, 1.910)
O (-1.089, 1.116, -1.620)
O (-4.864, -2.769, -4.693)
C (-4.328, 1.253, -0.885)
H (-0.153, -0.069, 5.927)
C (-0.811, 1.012, 4.311)
O (-2.430, -5.458, 1.499)
O (1.732, -1.660, 1.469)
H (1.103, 2.127, 5.999)
H (-7.475, 1.084, -1.187)
C (-1.970, -3.834, -4.256)
H (3.966, 3.402, 1.692)
Hg (-0.602, -1.257, 1.747)
C (-1.851, -2.675, -3.244)
O (1.558, -0.903, -3.256)
O (5.303, -0.185, 0.230)
C (0.974, 4.609, -2.281)
C (-3.596, -4.200, 0.062)
H (1.398, -1.681, -6.693)
H (0.877, 4.759, -3.356)
H (0.000, -1.189, -5.774)
H (-5.022, -5.868, -0.186)
C (6.134, 0.881, 0.683)
H (0.393, 3.788, 4.860)
C (2.637, -2.126, 2.454)
C (2.842, 4.191, 3.461)
C (6.557, 1.621, -0.572)
H (-0.182, 2.479, 7.186)
C (2.427, -1.527, 3.896)
O (-3.446, 1.733, -0.242)
C (1.957, -1.411, -4.538)
C (-5.868, -0.176, -1.693)
H (1.403, -1.463, 4.264)
H (-6.324, -0.641, -2.567)
O (-0.461, -1.286, -0.530)
H (-6.708, 1.395, -2.723)
C (-6.505, 1.172, -1.675)
Hg (-1.306, 2.771, -0.166)
C (2.095, 2.449, 2.037)
O (-5.365, -3.957, -2.622)
H (-5.142, -4.946, 1.304)
P (-0.389, 0.280, -0.532)
H (2.858, -0.863, -4.817)
H (3.671, -2.293, 2.155)
H (1.865, -2.483, -4.711)
C (1.085, -1.102, -5.824)
O (0.083, 3.543, -2.023)
O (-3.168, -4.501, -3.881)
O (-0.666, 2.298, 3.941)
H (2.610, 4.556, -0.767)
O (-1.037, 0.111, 3.477)
C (3.372, 3.054, 2.537)
S (-4.315, -3.412, -3.527)
H (-3.988, -3.195, -0.095)
H (2.320, -3.168, 2.493)
Hg (0.636, 1.402, -2.958)
H (2.788, 3.836, 4.490)

Output
- Energy: -4028.875008 Ha
- Orbital gap: 7.167 eV
- Strongest force on any atom: 4.29 eV Å⁻¹
- Molar mass: 1587.08 g mol⁻¹
- Total charge: +2

=====

The lowest molar mass belongs to which entry?
C28H48N2O4

=====

Which of these has the lowest energy?
C28H49AlN2OP3Se